[1]
{"formula": "C43H53Ge2PtSb", "method": "the ωB97M-V functional and the def2-TZVPD basis", "species": ["Pt", "C", "C", "C", "C", "C", "C", "C", "C", "C", "H", "H", "H", "H", "H", "H", "H", "H", "H", "H", "H", "H", "C", "C", "Ge", "C", "C", "C", "C", "Ge", "C", "C", "C", "C", "C", "C", "C", "C", "C", "C", "H", "H", "H", "H", "H", "H", "H", "H", "H", "H", "H", "H", "H", "H", "H", "H", "H", "H", "H", "H", "H", "H", "H", "H", "H", "H", "C", "C", "C", "C", "C", "C", "Sb", "C", "C", "C", "C", "C", "C", "C", "C", "C", "C", "C", "C", "H", "H", "H", "H", "H", "H", "H", "H", "H", "H", "H", "H", "H", "H", "H"], "xyz": [[-1.168045, 0.415707, 2.065452], [1.918305, 1.371056, 3.064432], [0.563039, 0.862969, 3.484493], [-0.477640, 1.768771, 3.844802], [-1.784253, 1.323629, 4.252223], [-2.878710, 2.323258, 4.472983], [-1.976415, -0.107480, 4.341559], [-0.963718, -1.038743, 4.060448], [-1.161469, -2.473598, 4.244470], [0.288769, -0.545506, 3.582403], [2.632177, 1.189167, 3.866875], [1.911159, 2.421265, 2.897324], [2.298753, 0.799863, 2.201719], [-0.374954, 2.847751, 3.872264], [-3.000213, 2.515619, 5.519086], [-3.796571, 1.967035, 4.110446], [-2.661482, 3.279144, 4.053458], [-2.967438, -0.479520, 4.694582], [-0.863832, -2.673088, 5.288953], [-0.554786, -3.071010, 3.581768], [-2.171098, -2.753311, 4.125038], [1.105408, -1.197197, 3.345236], [-4.953522, 1.639069, 0.191212], [-3.806357, 2.545170, 0.584661], [-1.923707, 1.888217, 0.174740], [-0.366756, 3.064398, 0.239850], [-0.378076, 4.021417, -1.012747], [-2.213767, 0.801043, -1.419205], [-2.482523, -0.533518, -1.295456], [-1.872058, -1.419491, 0.485190], [-0.224046, -2.523762, 0.358520], [-0.099180, -3.301243, -0.948659], [-3.375625, -2.165825, 1.434610], [-4.346298, -3.065373, 0.609707], [-3.156042, -1.208584, -2.352733], [-3.273573, -2.618286, -2.453621], [-4.184010, -3.166358, -3.304131], [-4.988309, -2.340188, -4.082820], [-4.782089, -0.951192, -4.119785], [-3.900435, -0.416083, -3.273607], [-5.838822, 1.873942, 0.810940], [-4.661860, 0.612285, 0.465440], [-5.154733, 1.641981, -0.858153], [-3.892186, 2.542410, 1.658617], [-3.969087, 3.586469, 0.317478], [0.495996, 2.420915, 0.236578], [-0.388778, 3.599820, 1.181767], [-0.602761, 3.475236, -1.990592], [0.615149, 4.487836, -1.143510], [-1.130268, 4.816423, -0.882396], [-2.240744, 1.300296, -2.375984], [-0.229722, -3.176426, 1.203909], [0.653289, -1.867698, 0.516486], [-0.842992, -4.103166, -0.970035], [0.875972, -3.810626, -0.946504], [-0.203009, -2.681554, -1.854338], [-3.972711, -1.350200, 1.871903], [-2.930827, -2.715120, 2.263426], [-4.902022, -2.520039, -0.157100], [-5.078103, -3.355409, 1.345212], [-3.905976, -4.021166, 0.212007], [-2.618526, -3.238139, -1.878265], [-4.202255, -4.268602, -3.521048], [-5.790091, -2.881291, -4.653611], [-5.259910, -0.347995, -4.869224], [-3.732326, 0.646771, -3.339804], [6.339073, -2.061342, 1.864965], [6.510396, -0.732257, 1.617479], [5.573701, 0.007143, 0.882305], [4.434372, -0.654338, 0.422693], [4.256919, -2.030795, 0.654253], [5.177955, -2.694813, 1.435509], [3.261542, 0.361908, -0.865077], [2.615777, -0.646880, -2.498911], [3.170088, -1.879260, -2.864776], [2.703398, -2.524200, -4.006772], [1.727805, -1.931782, -4.776243], [1.205754, -0.711363, -4.404615], [1.604394, -0.041079, -3.241119], [3.911673, 2.246881, -1.357811], [4.382054, 3.110598, -0.314923], [4.800226, 4.406585, -0.582109], [4.697076, 4.864828, -1.884787], [4.099362, 4.063055, -2.888620], [3.780089, 2.750077, -2.664223], [7.091857, -2.654854, 2.399643], [7.411596, -0.309781, 2.044582], [5.785962, 1.081976, 0.730054], [3.419549, -2.614636, 0.335478], [5.137554, -3.781625, 1.595331], [3.928738, -2.357502, -2.195805], [3.081084, -3.468323, -4.322946], [1.365086, -2.346119, -5.746334], [0.585471, -0.205966, -5.122174], [1.142678, 0.894018, -2.996347], [4.429241, 2.731962, 0.668563], [5.205251, 5.014275, 0.168707], [4.990095, 5.892820, -2.125845], [3.983305, 4.467606, -3.895240], [3.507543, 2.091060, -3.493821]], "forces_ev_per_angstrom": [[-0.8, -0.5, -0.1], [-0.1, -1.3, 0.1], [-0.2, 0.7, 0.7], [-0.8, -0.1, 0.8], [1.3, -0.4, -0.6], [1.2, -0.5, 0.4], [-1.3, 0.7, 0.3], [0.8, 0.8, -0.7], [0.8, -0.3, 0.9], [-0.2, 0.9, 0.0], [0.0, -0.1, 0.2], [-0.1, 0.8, -0.4], [-0.2, 0.3, 0.2], [0.5, -0.1, -0.3], [-0.1, -0.1, 0.9], [-1.4, -0.5, -0.5], [0.3, 0.6, -0.5], [0.8, 0.3, -0.5], [-0.1, -0.3, -0.3], [0.3, -0.2, -0.1], [-1.2, -0.3, 0.1], [0.1, -0.5, -0.1], [0.3, -0.9, 0.7], [0.3, -0.3, 0.8], [-1.6, 0.7, -0.7], [0.1, 0.5, -0.7], [-0.5, -0.7, -0.6], [0.6, -0.1, 0.7], [0.8, -0.1, 0.6], [0.3, 0.4, -0.7], [0.1, 1.2, -0.7], [0.2, -0.4, 0.1], [-0.7, -0.2, -0.3], [0.6, -0.5, 0.4], [-0.3, 0.0, 0.3], [0.0, -0.1, 0.0], [0.9, -1.7, -0.3], [-1.5, -0.9, -0.9], [-0.7, -0.6, -1.0], [0.7, 0.8, 0.0], [0.3, 0.0, -0.7], [-0.3, 0.0, -0.1], [-0.4, 0.1, -0.6], [0.5, 0.3, 0.7], [0.4, 0.2, -0.4], [0.6, -0.2, -0.1], [0.0, 0.2, 0.1], [0.3, 0.6, 1.3], [-0.4, -0.2, 0.2], [0.3, -0.3, -0.1], [-0.2, 0.1, -0.2], [-0.2, -0.6, 0.6], [-0.4, -0.1, -0.2], [0.0, 0.1, -0.1], [-0.2, 0.2, -0.3], [0.2, -0.2, 0.3], [0.2, -0.2, -0.1], [-0.2, -0.2, -0.1], [0.3, 0.0, 0.0], [-0.5, -0.4, 0.1], [-0.2, 1.1, 0.3], [0.2, -0.3, 0.3], [-0.2, 1.2, 0.7], [0.8, 1.0, 0.2], [-0.4, 0.1, 0.0], [-0.1, 0.1, 0.2], [-0.3, -1.1, 0.4], [0.5, 0.9, 0.1], [0.8, 0.1, 0.8], [1.0, -0.5, -0.1], [0.2, 0.2, 0.9], [0.7, -1.1, -0.4], [-0.8, 0.9, 0.4], [-0.2, -0.5, -0.4], [0.3, -0.6, 0.7], [0.1, 0.0, 0.4], [-0.5, 0.1, -1.1], [0.0, 1.0, 0.2], [0.1, -1.3, -1.1], [0.6, 1.4, 0.7], [-0.5, -0.5, -1.5], [-0.5, -1.3, -1.2], [-0.9, 0.3, -0.8], [1.0, 1.1, -0.2], [-0.1, -0.9, 0.4], [-0.3, 0.5, -0.2], [-0.1, 0.5, -0.4], [-0.3, -0.8, -0.1], [-0.6, 0.1, -0.5], [-0.4, 0.6, 0.0], [-0.6, 0.5, -0.9], [0.5, -0.6, 0.0], [0.5, 0.1, 1.0], [-0.6, 0.1, 0.0], [0.0, 0.5, 0.2], [0.1, -0.3, 1.1], [0.5, 0.7, 1.0], [0.0, -0.5, 0.0], [0.1, -0.1, 0.3], [-0.1, 0.3, 0.3]], "lowdin_charge": [0.9068, 0.0004, -0.3171, -0.0565, -0.2430, 0.0090, 0.0134, -0.2946, -0.0013, -0.0329, 0.1213, 0.0854, 0.0619, 0.1450, 0.1190, 0.0809, 0.0945, 0.1749, 0.1454, 0.0962, 0.0748, 0.1447, -0.1373, -0.2953, 0.9390, -0.3403, -0.1041, -0.1730, -0.2670, 0.9237, -0.3471, -0.1497, -0.3632, -0.1198, -0.1773, -0.0060, -0.0028, 0.0658, 0.0056, 0.0076, 0.1101, 0.0526, 0.0678, 0.0319, 0.0920, 0.0174, 0.0619, 0.0883, 0.0905, 0.0882, 0.0747, 0.0495, 0.0407, 0.0761, 0.0885, 0.0704, 0.0635, 0.0399, 0.0703, 0.0804, 0.1009, 0.0902, 0.1638, 0.1680, 0.1409, 0.1218, -0.0371, -0.0437, -0.0973, -0.4356, -0.1363, -0.0544, 1.7188, -0.4334, -0.0913, -0.0427, -0.0502, -0.0729, -0.1482, -0.3803, -0.1224, -0.0426, -0.0101, -0.0464, -0.1220, 0.1407, 0.1298, 0.1042, 0.0871, 0.1324, 0.1204, 0.1190, 0.1444, 0.1116, 0.0842, 0.0677, 0.1084, 0.1345, 0.1278, 0.1092], "s_squared": 6.061, "total_charge": 4, "lumo_energy_ev": [-10.765, -14.473], "gap_ev": [6.441, 3.651], "spin_multiplicity": 5}

=====

[2]
{"formula": "C43H53N10P2Re", "method": "the ωB97M-V functional and the def2-TZVPD basis", "species": ["Re", "C", "C", "C", "C", "N", "C", "N", "C", "N", "C", "N", "C", "C", "C", "C", "C", "N", "C", "C", "C", "C", "C", "C", "H", "H", "H", "H", "H", "H", "H", "H", "H", "H", "H", "H", "C", "P", "C", "N", "C", "C", "C", "C", "C", "C", "N", "C", "P", "C", "C", "C", "C", "C", "C", "C", "C", "C", "H", "H", "H", "H", "H", "H", "H", "H", "H", "H", "H", "H", "H", "H", "H", "H", "H", "H", "H", "H", "H", "H", "H", "H", "H", "H", "H", "H", "C", "C", "N", "C", "N", "C", "C", "C", "N", "C", "H", "H", "H", "H", "H", "H", "H", "H", "H", "H", "H", "H", "H"], "xyz": [[0.020538, 0.656087, -0.076788], [-1.041699, 2.898837, 3.443452], [-2.162954, 3.668954, 3.118992], [-2.659724, 3.602367, 1.841946], [-2.056309, 2.776406, 0.883660], [-1.043142, 1.945448, 1.238526], [-0.529807, 2.064431, 2.491368], [-2.505166, 2.950042, -0.400701], [-1.863561, 2.608983, -1.451563], [-0.692325, 1.841567, -1.531458], [-0.217002, 1.888488, -2.845520], [0.858033, 1.375965, -3.303600], [1.674787, 0.467586, -2.689289], [2.852427, 0.156519, -3.384185], [3.628416, -0.911282, -3.010633], [3.200433, -1.704037, -1.942775], [2.076508, -1.324855, -1.261993], [1.340512, -0.220998, -1.562101], [-1.173177, 2.654688, -3.647198], [-1.165146, 2.979314, -4.990419], [-2.244136, 3.718431, -5.466920], [-3.277705, 4.120561, -4.621314], [-3.269891, 3.802716, -3.265764], [-2.202837, 3.056812, -2.804761], [-0.588777, 2.937861, 4.423381], [-2.613985, 4.325489, 3.850829], [-3.490544, 4.208823, 1.513166], [0.328832, 1.445124, 2.701971], [3.079176, 0.753985, -4.255474], [4.523642, -1.160978, -3.563715], [3.725987, -2.602589, -1.654094], [1.715014, -1.929451, -0.445388], [-0.356617, 2.674080, -5.639911], [-2.281213, 3.990873, -6.512387], [-4.097458, 4.696980, -5.026878], [-4.061081, 4.125112, -2.603120], [2.114597, -1.708003, 2.217623], [0.414371, -1.256065, 1.732971], [-0.117799, -2.745029, 0.796354], [0.458054, -3.876294, 1.132087], [0.079736, -5.000684, 0.489030], [0.656274, -6.244199, 0.838470], [0.243388, -7.371658, 0.193513], [-0.744942, -7.314396, -0.825999], [-1.307949, -6.129477, -1.194924], [-0.904800, -4.942179, -0.540790], [-1.426693, -3.755705, -0.913881], [-1.050382, -2.677856, -0.265162], [-1.678240, -1.086964, -0.913509], [-1.367393, -1.259633, -2.699713], [-3.574451, -1.134902, -0.811583], [-4.088746, -2.151450, -1.841049], [-4.132161, 0.243487, -1.148754], [-4.054946, -1.544273, 0.576759], [-0.461830, -1.360640, 3.416472], [0.354462, -0.598376, 4.470550], [-0.542318, -2.829722, 3.852538], [-1.886231, -0.834981, 3.318390], [2.049170, -2.607868, 2.825869], [2.560566, -0.901979, 2.797583], [2.751183, -1.940976, 1.365745], [1.401913, -6.273369, 1.620642], [0.668830, -8.329649, 0.458666], [-1.048558, -8.230283, -1.314124], [-2.056154, -6.069015, -1.972416], [-1.839342, -0.445406, -3.250706], [-1.794047, -2.207827, -3.019230], [-0.302993, -1.271994, -2.909830], [-3.935381, -1.821916, -2.866301], [-5.165964, -2.236703, -1.690828], [-3.655597, -3.141148, -1.707934], [-3.812227, 0.593634, -2.132552], [-3.866796, 0.983570, -0.398285], [-5.220995, 0.176249, -1.171207], [-3.568789, -2.447030, 0.949695], [-5.122664, -1.757774, 0.512169], [-3.939390, -0.733866, 1.292757], [1.248551, -1.147516, 4.760898], [-0.263625, -0.495495, 5.363287], [0.657302, 0.405061, 4.173202], [0.415850, -3.344910, 3.838409], [-1.248745, -3.398234, 3.249030], [-0.903927, -2.841108, 4.882191], [-1.955735, 0.209539, 3.023243], [-2.364667, -0.934597, 4.293993], [-2.453756, -1.441224, 2.620452], [5.504213, 1.370837, 1.477839], [4.715212, 0.228652, 0.876128], [3.328111, 0.653709, 0.702025], [2.911494, 1.914624, 0.485631], [1.601658, 2.106968, 0.220261], [1.240453, 3.509253, -0.094185], [1.989574, 4.485836, 0.786124], [3.463092, 4.321408, 0.523900], [3.812836, 2.898761, 0.553408], [5.253281, 2.608019, 0.641827], [6.566511, 1.132650, 1.483815], [5.192372, 1.546355, 2.508936], [4.723040, -0.646671, 1.525727], [5.138250, -0.062413, -0.089906], [2.646447, -0.062557, 0.521024], [0.177734, 3.647849, 0.047488], [1.455367, 3.713968, -1.149322], [1.762270, 4.287417, 1.836664], [1.682688, 5.506553, 0.562751], [4.060970, 4.820877, 1.286402], [3.741838, 4.741111, -0.446550], [5.728286, 3.481077, 1.083703], [5.658247, 2.488213, -0.366844]], "forces_ev_per_angstrom": [[0.4, 0.4, 0.1], [0.0, 0.0, 0.0], [0.0, 0.0, 0.0], [0.0, 0.0, 0.0], [-0.1, 0.0, 0.0], [0.0, -0.1, -0.1], [0.1, 0.0, 0.1], [0.0, 0.0, 0.0], [0.1, 0.0, 0.0], [-0.1, 0.0, 0.0], [0.0, 0.0, 0.1], [0.1, 0.0, 0.0], [-0.1, 0.0, 0.0], [0.0, 0.0, 0.0], [0.0, 0.0, 0.0], [-0.1, 0.0, 0.0], [0.0, -0.1, -0.1], [-0.1, 0.1, 0.0], [0.0, 0.0, 0.0], [0.0, 0.0, 0.0], [0.0, 0.0, 0.0], [0.0, 0.0, 0.0], [0.0, 0.0, 0.0], [0.0, 0.0, 0.0], [0.0, 0.0, 0.0], [0.0, 0.0, 0.0], [0.0, 0.0, 0.0], [0.0, 0.1, -0.1], [0.0, 0.0, 0.0], [0.0, 0.0, 0.0], [0.0, 0.0, 0.0], [0.0, 0.0, 0.0], [0.0, 0.0, 0.0], [0.0, 0.0, 0.0], [0.0, 0.0, 0.0], [0.0, 0.0, 0.0], [0.0, 0.0, 0.0], [-0.1, -0.1, 0.2], [0.0, 0.0, 0.0], [0.0, 0.0, 0.1], [0.0, 0.0, 0.0], [0.0, 0.0, 0.0], [0.0, 0.0, 0.0], [0.0, 0.0, 0.0], [0.0, 0.0, 0.0], [0.0, 0.0, 0.0], [0.1, 0.0, 0.0], [0.0, 0.0, 0.0], [-0.2, -0.1, -0.1], [0.0, 0.0, 0.0], [0.1, 0.0, 0.0], [0.0, -0.1, 0.0], [0.0, 0.0, 0.0], [0.0, 0.0, 0.0], [0.1, 0.0, 0.0], [0.1, 0.0, 0.0], [0.0, 0.0, 0.0], [0.0, 0.0, -0.1], [0.0, 0.0, 0.0], [0.0, 0.0, 0.0], [0.0, 0.0, 0.0], [0.0, 0.0, 0.0], [0.0, 0.0, 0.0], [0.0, 0.0, 0.0], [0.0, 0.0, 0.0], [0.0, 0.0, 0.0], [0.0, 0.0, 0.0], [0.0, 0.0, 0.0], [0.0, 0.0, 0.0], [0.0, 0.0, 0.0], [0.0, 0.0, 0.0], [0.0, 0.0, 0.0], [0.0, 0.0, 0.0], [0.0, 0.0, 0.0], [0.0, 0.0, 0.0], [0.0, 0.0, 0.0], [0.1, 0.0, 0.1], [0.0, 0.0, 0.0], [0.0, 0.0, 0.0], [0.0, -0.1, 0.1], [0.0, 0.0, 0.0], [0.0, 0.0, 0.0], [0.0, 0.0, 0.0], [0.0, 0.0, 0.0], [0.0, 0.0, 0.0], [-0.1, 0.0, -0.1], [0.0, 0.0, 0.0], [0.0, 0.0, 0.0], [0.0, 0.0, 0.0], [0.2, 0.0, 0.0], [-0.3, -0.2, 0.0], [0.0, 0.0, 0.0], [0.0, 0.0, 0.0], [0.0, 0.0, 0.0], [0.0, 0.0, 0.0], [0.0, -0.1, 0.0], [0.0, 0.0, 0.0], [0.0, 0.0, 0.0], [0.0, 0.0, 0.0], [0.0, 0.0, 0.0], [0.2, 0.2, 0.0], [-0.1, 0.0, 0.0], [0.0, 0.0, 0.0], [0.0, 0.0, 0.0], [0.0, 0.0, 0.0], [0.0, 0.0, 0.0], [0.0, 0.0, 0.0], [0.0, 0.0, 0.0], [0.0, 0.0, 0.0]], "lowdin_charge": [1.4560, -0.0166, 0.0130, 0.0415, -0.3048, -0.0712, -0.1824, 0.1822, -0.2866, -0.0706, -0.2782, 0.2019, -0.3055, 0.0397, 0.0038, -0.0207, -0.1650, -0.0741, -0.1063, 0.0300, -0.0159, -0.0148, 0.0287, -0.1106, 0.1308, 0.1358, 0.1363, 0.0673, 0.1359, 0.1345, 0.1304, 0.0614, 0.1291, 0.1251, 0.1253, 0.1300, -0.2287, 0.9829, -0.4430, 0.1473, -0.1798, 0.0098, -0.0181, -0.0166, 0.0133, -0.1773, 0.1556, -0.4112, 0.9919, -0.2021, -0.6631, -0.0769, -0.0771, -0.0780, -0.6633, -0.0727, -0.0725, -0.0757, 0.0590, 0.0573, 0.0399, 0.1251, 0.1259, 0.1265, 0.1266, 0.0629, 0.0570, 0.0369, 0.0846, 0.1055, 0.0738, 0.0827, 0.0601, 0.1118, 0.0801, 0.1064, 0.0729, 0.0905, 0.1084, 0.0558, 0.0774, 0.0879, 0.1104, 0.0572, 0.1128, 0.0491, -0.1296, -0.1512, 0.0800, -0.3308, -0.0827, -0.2009, -0.1356, -0.1190, -0.0072, -0.1067, 0.1366, 0.1321, 0.1198, 0.1259, 0.0255, 0.0847, 0.1331, 0.1248, 0.1369, 0.1377, 0.1446, 0.1341, 0.1430], "s_squared": 3.774, "total_charge": 3, "lumo_energy_ev": [-8.544, -9.928], "gap_ev": [7.445, 6.061], "spin_multiplicity": 4}

=====

Number 1: electronic energy -6182.04854 Ha. Number 2: electronic energy -2978.18992 Ha.